[1]
Formula: C16H26AsNPS5W
Source: the Open Molecules 2025 dataset
Level of theory: wB97M-V/def2-TZVPD

Structure (XYZ):
```
51
C16H26AsNPS5W (wB97M-V/def2-TZVPD)
W 0.1866 0.2559 -0.3227
As -1.2960 -2.1782 1.3460
S 0.0167 -0.3457 1.9138
S -3.2043 -1.9355 2.0869
S -1.1994 -1.4349 -0.9437
S -0.2220 -3.9357 1.4616
S 4.3910 -0.9453 -1.7928
P -1.1631 2.2704 -0.7184
N 2.1907 -0.2658 -0.6812
C -3.0599 1.3064 -2.5723
C 5.1500 1.7580 -1.2859
C 4.2522 0.6967 -1.2242
C -3.7584 1.5210 -0.1533
C -2.0766 4.7789 0.2351
C -0.6916 3.9008 -3.0822
C 3.5521 3.1019 -0.0448
C -0.1135 2.8439 -2.1451
C 3.0101 0.8568 -0.6121
C 4.7757 2.9560 -0.7085
C 2.8022 -1.2681 -1.2551
C -1.2446 3.1394 1.9602
C 0.3514 1.5916 -2.9176
C -2.9205 2.1227 -1.2890
C -1.0865 3.6519 0.5239
C 2.6616 2.0509 0.0224
H 2.3482 -2.2407 -1.3931
H 0.3715 0.6694 -2.2936
H 0.7619 3.2756 -1.6507
H -0.3295 1.3572 -3.7336
H 6.1174 1.6495 -1.7568
H -0.5081 2.3811 2.2108
H 3.3242 4.0382 0.4468
H -2.2311 2.7088 2.1306
H -3.2339 3.1511 -1.4873
H -3.3474 0.5653 0.1831
H -3.1070 4.4499 0.3705
H -2.6294 0.3139 -2.4626
H -3.8293 2.1862 0.7061
H -4.1194 1.1707 -2.7911
H 5.4565 3.7953 -0.7488
H 0.0179 4.0864 -3.8909
H -1.8967 5.5883 0.9428
H -2.6069 1.7947 -3.4347
H 1.3489 1.7317 -3.3341
H -1.6323 3.5793 -3.5284
H -0.0714 4.0505 0.4116
H -0.8583 4.8448 -2.5652
H -1.1218 3.9729 2.6534
H -1.9741 5.1849 -0.7715
H 1.7485 2.1122 0.6200
H -4.7712 1.3295 -0.5080
```

Properties
charge	+1
strongest force on any atom	3.19	eV Å⁻¹
gap between HOMO and LUMO (alpha / beta)	5.8 / 5.8	eV
multiplicity	3
LUMO level (alpha / beta)	-4.57 / -4.66	eV

Results of the Mulliken charge analysis, in e, for atoms 1 through 5: 0.375 0.359 -0.219 -0.332 -0.291

=====

[2]
Formula: C5H6O
Source: the Open Molecules 2025 dataset
Level of theory: wB97M-V/def2-TZVPD

Structure (XYZ):
```
12
C5H6O (wB97M-V/def2-TZVPD)
O -1.5638 1.2214 0.4546
C 1.4725 -0.8902 0.3741
C 0.1952 -0.1347 0.1597
C -0.5047 0.0162 -1.0858
C -1.5431 0.8505 -0.8472
C -0.5074 0.6106 1.0521
H 1.5555 -1.7224 -0.3323
H -0.4031 0.7939 2.1126
H -2.3222 1.2669 -1.4674
H 1.5470 -1.2959 1.3876
H 2.3404 -0.2397 0.2120
H -0.2664 -0.4766 -2.0201
```

Properties
SMILES	Cc1ccoc1
ΔE to the lowest compared entry with this formula, charge and spin	28.9	kJ/mol
strongest force on any atom	0.24	eV Å⁻¹
gap between HOMO and LUMO	9.7	eV
LUMO level	1.08	eV

Results of the Mulliken charge analysis, in e, for atoms 1 through 5: -0.323 -1.137 0.814 -0.524 -0.334

=====

[3]
Formula: C16H47O8
Source: the Open Molecules 2025 dataset
Level of theory: wB97M-V/def2-TZVPD

Structure (XYZ):
```
71
C16H47O8 (wB97M-V/def2-TZVPD)
O -3.0819 -0.3523 -3.4962
O 2.4557 -1.0786 -2.4947
O -2.7822 4.6819 0.2924
O 0.9972 -0.4682 -0.2780
O -0.1660 -3.0541 0.1524
O -2.8344 -2.9312 1.1904
O 3.5811 0.9046 -0.2621
O 2.2379 -0.5441 6.2736
C -3.7989 -1.4991 2.7392
C 5.0951 2.5329 0.7402
C 1.8522 -0.4690 4.9092
C 3.7544 1.8086 0.8019
C -2.0137 3.9384 -0.6540
C -0.8381 4.6487 -1.2711
C 0.2464 0.5425 0.3139
C -0.5635 -5.0052 -1.0405
C -0.5949 -3.4962 -1.1105
C 2.2321 -0.8387 -4.9226
C 0.4140 0.0902 4.6447
C -2.0795 0.1702 -2.6499
C -2.9660 -2.7174 2.5320
C -1.3245 1.1983 -3.5346
C -1.0938 0.1723 1.0357
C 1.5836 -0.5435 -3.4962
H -4.7257 -1.5425 2.1671
H 0.1136 -2.1373 0.1000
H -2.6917 3.6529 -1.4584
H -1.7470 1.0449 1.0246
H -0.0517 1.3265 -0.3822
H -0.9390 0.7598 -4.4551
H 0.6143 1.0237 4.1187
H -1.9448 1.9981 -3.9392
H -0.0899 0.3703 5.5697
H 3.5713 1.3534 1.7752
H 2.9210 2.5029 0.6952
H -1.4959 -2.9572 -1.4034
H -1.5554 3.0631 -0.1936
H 0.2221 -3.1271 -1.7305
H 0.4107 -5.4284 -0.7957
H 2.3913 -1.9156 -4.9768
H -0.2715 3.9524 -1.8894
H 1.5132 -0.5328 -5.6827
H -1.2929 -5.4273 -0.3491
H 0.5811 -0.9638 -3.4167
H -3.4344 -3.5938 2.9800
H -4.0515 -1.4526 3.7985
H -1.9875 -2.6742 3.0103
H 3.2360 -0.4328 -5.0473
H 0.9501 1.0512 0.9728
H 2.5510 0.1466 4.3428
H 2.5716 0.2933 6.6036
H -1.9894 -3.3345 0.9782
H -1.1701 5.5171 -1.8400
H -2.4037 4.7149 1.1740
H 2.0309 -1.3759 4.3316
H 2.0068 -1.0709 -1.6462
H -0.7780 -5.4754 -2.0001
H 5.0705 3.2677 -0.0645
H -3.3316 -1.0998 -2.9480
H -0.9017 -0.0879 2.0766
H 5.9460 1.8621 0.6223
H 2.6830 0.5700 -0.2087
H -3.3775 -0.5516 2.4034
H -2.5051 0.5879 -1.7375
H -1.4944 -0.6609 0.4583
H 5.3020 3.1620 1.6060
H -1.4503 -0.6681 -2.3510
H 1.5568 0.5241 -3.2782
H -0.5222 1.5753 -2.9004
H -0.2167 -0.5128 3.9914
H -0.1362 5.0123 -0.5206
```

Properties
charge	-1
ΔE to the lowest compared entry with this formula, charge and spin	0.0	kJ/mol
strongest force on any atom	2.18	eV Å⁻¹
gap between HOMO and LUMO	7.2	eV
LUMO level	2.60	eV

Results of the Mulliken charge analysis, in e, for atoms 1 through 5: -0.614 -0.579 -0.597 -1.100 -0.634